Molecular formula: C15H32BClO7
Method: DFT, wB97M-V/def2-TZVPD

Output
Strongest force on any atom (Eh/bohr): 0.1893
HOMO-LUMO gap (eV): 9.594
Structure (SMILES): C[C@@H](Cl)C[C@H]1OC(=O)O[C@H]1CB(O)O.CCOCC.CCOCC
E_HOMO (eV): -9.57
Electronic energy (eV): -43601.9293

Structure (ORCA input):
```
! RIJCOSX wB97M-V def2-TZVPD def2/J DEFGRID3
* xyz 0 1
C 5.670 2.268 1.000
C 5.308 0.668 0.812
Cl 6.613 -0.251 -0.160
C 4.978 -0.049 2.277
C 3.623 0.650 2.870
O 2.470 -0.186 3.273
C 1.451 0.872 3.582
O 0.183 0.955 3.171
O 2.269 1.815 4.406
C 3.714 1.831 4.001
C 4.460 1.559 5.434
B 6.096 1.720 5.410
O 6.873 0.933 6.427
O 6.887 2.571 4.501
H 4.744 2.905 0.622
H 5.755 2.459 2.151
H 6.690 2.588 0.508
H 4.318 0.636 0.157
H 4.686 -1.175 2.011
H 5.894 -0.075 3.004
H 3.162 1.241 1.942
H 3.781 2.910 3.521
H 4.171 0.524 5.945
H 4.057 2.397 6.184
H 7.414 0.226 5.943
H 6.360 3.340 4.134
C -1.423 -2.323 0.765
C -0.900 -1.233 -0.154
O -1.751 -0.976 -1.267
C -3.065 -0.512 -0.969
C -3.082 0.818 -0.235
H -1.667 -3.227 0.197
H -0.678 -2.573 1.526
H -2.334 -2.006 1.281
H 0.062 -1.559 -0.569
H -0.703 -0.309 0.398
H -3.624 -1.275 -0.418
H -3.575 -0.385 -1.931
H -2.674 0.720 0.775
H -4.106 1.194 -0.147
H -2.475 1.560 -0.762
C -4.341 -0.718 -4.809
C -5.665 -1.148 -4.201
O -6.799 -0.658 -4.910
C -6.937 -1.085 -6.263
C -7.092 -2.590 -6.406
H -4.315 0.366 -4.957
H -3.509 -1.008 -4.161
H -4.181 -1.185 -5.786
H -5.732 -0.737 -3.187
H -5.720 -2.237 -4.098
H -6.104 -0.715 -6.867
H -7.842 -0.604 -6.649
H -6.173 -3.113 -6.127
H -7.326 -2.854 -7.442
H -7.890 -2.961 -5.755
*
```

Results of the Mulliken charge analysis, in e, for atoms 1 through 2: number 1, C, carries -0.359; number 2, C, carries -0.173